No. 1
DFT (the ωB97M-V functional and the def2-TZVPD basis) results for the molecule C4H6O2.

Last column: Löwdin charge in e.
Atoms and positions in Å:
C1 -1.426 -0.218 -0.010  -0.552
C2 -0.531 0.958 0.107  -0.079
C3 0.927 0.491 -0.169  -0.091
C4 0.729 -1.088 0.050  -0.081
H1 -0.794 1.309 1.130  0.147
H2 -0.821 1.675 -0.633  0.115
H3 1.513 0.761 0.640  0.073
H4 1.327 0.783 -1.135  0.111
H5 1.097 -1.448 0.896  0.061
H6 1.322 -1.635 -0.737  0.134
O1 -2.615 -0.236 -0.110  0.122
O2 -0.729 -1.351 -0.029  0.039

Output
lowest unoccupied orbital energy: 0.816 eV
gap between HOMO and LUMO: 11.02 eV
HOMO level: -10.206 eV
spin multiplicity: 1



No. 2
DFT (the ωB97M-V functional and the def2-TZVPD basis) results for the molecule C4H6O2.

Last column: Löwdin charge in e.
Atoms and positions in Å:
O1 -0.782 1.435 1.167  -0.051
C1 0.602 1.370 0.929  -0.274
C2 1.025 0.396 -0.127  -0.079
O2 -0.803 -2.197 -0.237  -0.002
C3 0.171 -0.245 -0.864  -0.017
C4 -0.706 -1.177 -1.145  -0.210
H1 -1.134 0.535 1.152  0.085
H2 1.167 1.130 1.839  0.119
H3 0.915 2.351 0.571  0.121
H4 2.074 0.226 -0.332  0.110
H5 -1.156 -2.935 -0.725  0.084
H6 -1.363 -1.158 -2.006  0.112

Output
lowest unoccupied orbital energy: 0.722 eV
gap between HOMO and LUMO: 9.69 eV
HOMO level: -8.966 eV
spin multiplicity: 1



No. 3
DFT (the ωB97M-V functional and the def2-TZVPD basis) results for the molecule C4H6O2.

Last column: Löwdin charge in e.
Atoms and positions in Å:
C1 -1.724 -0.165 0.236  -0.035
C2 -0.366 -0.571 -0.243  -0.271
C3 1.216 0.991 -0.018  0.045
C4 1.785 -0.286 -0.094  -0.411
O1 2.649 -0.919 -0.585  0.146
O2 0.460 -1.158 0.547  -0.024
H1 -1.706 0.063 1.304  0.090
H2 -2.424 -0.996 0.070  0.094
H3 -2.089 0.694 -0.332  0.088
H4 -0.242 -0.687 -1.322  0.135
H5 1.804 1.815 -0.430  0.076
H6 0.638 1.220 0.865  0.067

Output
lowest unoccupied orbital energy: 0.410 eV
gap between HOMO and LUMO: 9.46 eV
HOMO level: -9.052 eV
spin multiplicity: 1



No. 4
DFT (the ωB97M-V functional and the def2-TZVPD basis) results for the molecule C4H6O2.

Last column: Löwdin charge in e.
Atoms and positions in Å:
O1 -1.234 -0.582 -0.469  -0.157
C1 -2.384 -1.023 -0.051  0.058
C2 -0.310 -0.377 0.629  -0.204
C3 0.576 0.783 0.239  -0.129
C4 1.735 0.357 -0.637  -0.247
O2 2.127 -0.782 -0.710  0.057
H1 -3.027 -0.902 -0.945  0.014
H2 0.257 -1.294 0.797  0.126
H3 -0.935 -0.152 1.492  0.106
H4 -0.020 1.548 -0.272  0.124
H5 0.982 1.263 1.140  0.130
H6 2.234 1.162 -1.213  0.122

Output
lowest unoccupied orbital energy: 0.662 eV
gap between HOMO and LUMO: 9.41 eV
HOMO level: -8.746 eV
spin multiplicity: 1



No. 5
DFT (the ωB97M-V functional and the def2-TZVPD basis) results for a structure of composition C4H6O2.

Last column: Löwdin charge in e.
Atoms and positions in Å:
O1 1.578 -0.264 -0.855  -0.019
C1 0.365 -0.745 -0.395  -0.316
C2 0.149 -0.447 1.116  -0.071
C3 -0.617 0.743 0.633  0.031
O2 -0.189 1.445 -0.991  -0.054
C4 -0.813 0.268 -0.747  -0.321
H1 1.354 0.638 -1.180  0.088
H2 0.175 -1.767 -0.705  0.140
H3 -0.538 -1.217 1.521  0.134
H4 0.997 -0.335 1.793  0.115
H5 -0.732 1.719 1.066  0.126
H6 -1.728 -0.037 -1.255  0.147

Output
lowest unoccupied orbital energy: 0.362 eV
gap between HOMO and LUMO: 10.24 eV
HOMO level: -9.880 eV
spin multiplicity: 1



No. 6
DFT (the ωB97M-V functional and the def2-TZVPD basis) results for a structure of composition C4H6O2.

Last column: Löwdin charge in e.
Atoms and positions in Å:
C1 2.338 0.506 -0.248  -0.056
C2 3.438 -0.293 0.249  -0.040
C3 -1.217 0.147 -0.065  -0.632
C4 -2.596 -0.313 0.206  0.001
H1 1.315 1.082 -0.528  0.058
H2 4.256 -1.123 0.899  0.129
H3 0.546 -0.615 -0.472  0.099
H4 -3.244 0.576 0.530  0.105
H5 -2.938 -0.814 -0.682  0.068
H6 -2.106 -1.005 1.277  0.217
O1 -0.758 1.224 0.079  0.087
O2 -0.442 -1.023 -0.314  -0.035

Output
lowest unoccupied orbital energy: 0.430 eV
gap between HOMO and LUMO: 10.37 eV
HOMO level: -9.939 eV
spin multiplicity: 1



No. 7
DFT (the ωB97M-V functional and the def2-TZVPD basis) results for a cluster of 3 separate species, C4H6O2 in total.

Last column: Löwdin charge in e.
Atoms and positions in Å:
O1 -0.941 -3.065 0.150  0.047
C1 -1.229 -2.083 -0.344  0.007
C2 -1.015 0.692 0.954  -0.104
C3 0.201 1.228 0.931  -0.111
C4 1.148 -0.141 -1.361  -0.187
O2 1.248 -1.327 -1.172  -0.045
H1 -1.818 1.055 0.318  0.060
H2 -1.254 -0.147 1.602  0.044
H3 0.440 2.070 0.285  0.057
H4 1.010 0.837 1.544  0.064
H5 1.963 0.562 -1.098  0.083
H6 0.248 0.321 -1.809  0.085

Output
lowest unoccupied orbital energy: 0.776 eV
gap between HOMO and LUMO: 10.91 eV
HOMO level: -10.139 eV
spin multiplicity: 1



No. 8
DFT (the ωB97M-V functional and the def2-TZVPD basis) results for a structure of composition C4H6O2.

Last column: Löwdin charge in e.
Atoms and positions in Å:
C1 1.601 0.399 -0.676  0.012
C2 0.411 0.403 0.217  -0.426
O1 0.027 1.460 0.820  0.053
C3 -0.467 -0.669 0.587  -0.093
C4 -1.827 -0.581 0.014  -0.324
O2 -2.559 -1.534 -0.145  0.018
H1 1.490 -0.334 -1.477  0.093
H2 2.476 0.120 -0.077  0.104
H3 1.776 1.399 -1.081  0.096
H4 -0.096 -1.689 0.668  0.118
H5 -0.669 0.578 1.391  0.221
H6 -2.162 0.449 -0.241  0.127

Output
lowest unoccupied orbital energy: 0.194 eV
gap between HOMO and LUMO: 9.44 eV
HOMO level: -9.250 eV
spin multiplicity: 1



No. 9
DFT (the ωB97M-V functional and the def2-TZVPD basis) results for a structure of composition C4H6O2.

Last column: Löwdin charge in e.
Atoms and positions in Å:
O1 -1.272 0.740 -1.189  0.052
C1 -0.329 0.265 -0.303  -0.437
C2 0.868 -0.566 -0.644  -0.008
C3 -0.086 -1.037 0.423  -0.197
O2 0.186 -0.367 1.649  -0.067
C4 -0.151 0.906 1.055  -0.087
H1 -0.951 0.604 -2.088  0.103
H2 0.773 -1.089 -1.596  0.116
H3 1.882 -0.278 -0.373  0.116
H4 -0.522 -2.030 0.477  0.150
H5 0.641 1.654 1.177  0.127
H6 -1.102 1.282 1.449  0.132

Output
lowest unoccupied orbital energy: 0.820 eV
gap between HOMO and LUMO: 9.90 eV
HOMO level: -9.081 eV
spin multiplicity: 1



No. 10
DFT (the ωB97M-V functional and the def2-TZVPD basis) results for the molecule C4H6O2.

Last column: Löwdin charge in e.
Atoms and positions in Å:
O1 -1.247 -1.482 1.094  0.114
C1 -0.616 -0.876 0.265  -0.381
C2 0.883 -0.633 0.260  -0.070
C3 0.812 0.900 0.306  -0.170
O2 -0.274 1.208 -0.588  -0.136
C4 -1.174 0.120 -0.728  -0.127
H1 1.364 -0.941 -0.676  0.129
H2 1.342 -1.193 1.067  0.120
H3 0.569 1.306 1.301  0.127
H4 1.681 1.459 -0.072  0.125
H5 -1.126 -0.239 -1.769  0.134
H6 -2.214 0.370 -0.462  0.136

Output
lowest unoccupied orbital energy: 0.851 eV
gap between HOMO and LUMO: 10.60 eV
HOMO level: -9.748 eV
spin multiplicity: 1



No. 11
DFT (the ωB97M-V functional and the def2-TZVPD basis) results for the molecule C4H6O2.

Last column: Löwdin charge in e.
Atoms and positions in Å:
C1 1.560 0.109 0.068  0.014
C2 0.026 0.121 0.109  -0.374
C3 -1.155 -0.868 0.662  -0.051
O1 -0.476 0.078 1.409  -0.013
C4 -0.694 0.790 -0.991  -0.240
O2 -0.252 0.888 -2.115  0.049
H1 1.908 0.778 0.874  0.095
H2 2.036 -0.856 0.244  0.082
H3 1.939 0.521 -0.873  0.080
H4 -2.247 -0.728 0.791  0.123
H5 -0.880 -1.908 0.559  0.103
H6 -1.738 1.036 -0.726  0.131

Output
lowest unoccupied orbital energy: 0.843 eV
gap between HOMO and LUMO: 10.55 eV
HOMO level: -9.702 eV
spin multiplicity: 1



No. 12
DFT (the ωB97M-V functional and the def2-TZVPD basis) results for the molecule C4H6O2.

Last column: Löwdin charge in e.
Atoms and positions in Å:
C1 -0.887 0.195 1.778  -0.026
C2 0.152 -0.379 0.838  -0.481
O1 1.184 -0.884 1.246  0.052
C3 -0.112 -0.191 -0.591  -0.049
C4 0.786 -0.546 -1.528  -0.152
O2 0.848 0.104 -2.701  0.042
H1 -1.768 -0.454 1.773  0.088
H2 -1.216 1.189 1.453  0.080
H3 -0.477 0.251 2.786  0.081
H4 -0.977 0.394 -0.906  0.113
H5 0.389 0.937 -2.513  0.111
H6 1.517 -1.345 -1.428  0.140

Output
lowest unoccupied orbital energy: 0.576 eV
gap between HOMO and LUMO: 9.98 eV
HOMO level: -9.404 eV
spin multiplicity: 1



No. 13
DFT (the ωB97M-V functional and the def2-TZVPD basis) results for a cluster of 2 separate species, C4H6O2 in total.

Last column: Löwdin charge in e.
Atoms and positions in Å:
O1 -1.412 -0.052 2.230  0.023
C1 -0.912 0.951 2.424  0.041
C2 -0.214 -0.730 -0.640  -0.128
C3 -0.307 0.796 -0.776  -0.208
O2 0.936 0.985 -0.085  -0.147
C4 1.151 -0.433 -0.001  -0.196
H1 -1.140 1.283 -0.255  0.092
H2 -0.944 -1.174 0.040  0.087
H3 -0.197 -1.289 -1.578  0.103
H4 -0.265 1.175 -1.803  0.113
H5 1.283 -0.764 1.036  0.107
H6 2.020 -0.747 -0.593  0.112

Output
lowest unoccupied orbital energy: 1.121 eV
gap between HOMO and LUMO: 10.81 eV
HOMO level: -9.694 eV
spin multiplicity: 1



No. 14
DFT (the ωB97M-V functional and the def2-TZVPD basis) results for a structure of composition C4H6O2.

Last column: Löwdin charge in e.
Atoms and positions in Å:
O1 -0.667 1.048 -1.429  0.033
C1 -0.565 -0.224 -1.290  -0.142
C2 0.780 -0.676 0.320  -0.072
C3 0.652 0.657 0.960  -0.232
O2 -0.801 0.756 0.892  -0.169
C4 -0.583 -0.874 0.012  -0.112
H1 -0.875 1.268 -0.356  0.085
H2 -0.470 -0.834 -2.186  0.139
H3 1.498 -1.455 0.548  0.099
H4 1.027 0.653 1.993  0.118
H5 1.086 1.534 0.451  0.119
H6 -1.081 -1.852 0.085  0.132

Output
lowest unoccupied orbital energy (spin up / spin down): 0.572 / 0.572 eV
gap between HOMO and LUMO (spin up / spin down): 8.25 / 8.25 eV
HOMO level (spin up / spin down): -7.677 / -7.677 eV
spin multiplicity: 1



No. 15
DFT (the ωB97M-V functional and the def2-TZVPD basis) results for the molecule C4H6O2.

Last column: Löwdin charge in e.
Atoms and positions in Å:
O1 0.785 0.224 -2.495  0.122
C1 0.395 0.004 -1.381  -0.493
C2 -0.215 1.007 -0.411  -0.075
C3 -0.338 0.260 0.921  -0.145
C4 0.244 -1.126 0.582  -0.148
O2 0.288 -1.229 -0.850  0.022
H1 0.287 1.978 -0.372  0.127
H2 -1.190 1.142 -0.858  0.123
H3 0.201 0.725 1.752  0.112
H4 -1.390 0.191 1.207  0.109
H5 -0.344 -1.953 0.981  0.123
H6 1.278 -1.221 0.923  0.124

Output
lowest unoccupied orbital energy: 0.823 eV
gap between HOMO and LUMO: 11.08 eV
HOMO level: -10.260 eV
spin multiplicity: 1



No. 16
DFT (the ωB97M-V functional and the def2-TZVPD basis) results for the molecule C4H6O2.

Last column: Löwdin charge in e.
Atoms and positions in Å:
C1 1.398 0.279 0.287  -0.072
C2 0.370 -0.771 0.495  -0.203
O1 -0.839 -0.396 1.112  -0.056
C3 -1.584 0.183 0.038  -0.213
O2 -0.692 0.961 -0.696  -0.062
C4 0.440 0.123 -0.830  -0.213
H1 2.361 -0.167 0.056  0.117
H2 1.373 1.219 0.812  0.121
H3 0.684 -1.793 0.752  0.150
H4 -1.937 -0.652 -0.584  0.136
H5 -2.396 0.820 0.399  0.141
H6 0.817 0.174 -1.860  0.152

Output
lowest unoccupied orbital energy: 1.135 eV
gap between HOMO and LUMO: 10.68 eV
HOMO level: -9.549 eV
spin multiplicity: 1



No. 17
DFT (the ωB97M-V functional and the def2-TZVPD basis) results for the molecule C4H6O2.

Last column: Löwdin charge in e.
Atoms and positions in Å:
O1 2.524 -0.757 0.322  0.067
C1 1.621 -0.038 0.663  -0.197
C2 0.567 0.486 -0.308  -0.374
C3 -0.437 -0.606 -0.614  -0.109
C4 -1.582 -0.697 0.058  0.027
O2 -0.059 1.595 0.294  -0.044
H1 1.480 0.285 1.717  0.140
H2 1.101 0.770 -1.226  0.152
H3 -0.192 -1.292 -1.422  0.111
H4 -0.893 1.710 -0.183  0.096
H5 -1.793 -0.018 0.881  0.070
H6 -2.338 -1.438 -0.180  0.062

Output
lowest unoccupied orbital energy: 0.851 eV
gap between HOMO and LUMO: 10.66 eV
HOMO level: -9.805 eV
spin multiplicity: 1



No. 18
DFT (the ωB97M-V functional and the def2-TZVPD basis) results for a cluster of 3 separate species, C4H6O2 in total.

Last column: Löwdin charge in e.
Atoms and positions in Å:
O1 0.182 0.302 -1.637  0.060
C1 -0.772 0.199 -0.709  -0.384
C2 -1.981 -0.128 -0.401  0.022
C3 -1.099 0.399 0.726  -0.123
C4 2.237 0.851 1.441  0.043
O2 2.313 1.042 0.322  -0.003
H1 0.975 0.665 -1.219  0.066
H2 1.293 -1.835 -0.488  0.031
H3 -2.962 -0.502 -0.637  0.091
H4 -0.712 -0.295 1.484  0.073
H5 -1.264 1.409 1.121  0.079
H6 1.789 -2.106 -0.004  0.046

Output
lowest unoccupied orbital energy: 0.888 eV
gap between HOMO and LUMO: 9.68 eV
HOMO level: -8.790 eV
spin multiplicity: 1



No. 19
DFT (the ωB97M-V functional and the def2-TZVPD basis) results for the molecule C4H6O2.

Last column: Löwdin charge in e.
Atoms and positions in Å:
C1 1.707 0.221 -0.576  -0.077
O1 1.080 0.757 0.603  -0.163
C2 0.498 -0.415 0.984  0.022
C3 -0.706 -0.684 0.157  -0.318
C4 -1.754 0.307 0.479  -0.102
O2 -1.196 0.246 -0.812  -0.039
H1 1.134 0.468 -1.470  0.101
H2 2.741 0.554 -0.593  0.105
H3 1.749 -0.876 -0.425  0.091
H4 -1.001 -1.720 -0.004  0.140
H5 -1.472 1.181 1.066  0.122
H6 -2.780 -0.041 0.590  0.119

Output
lowest unoccupied orbital energy: 0.325 eV
gap between HOMO and LUMO: 8.86 eV
HOMO level: -8.530 eV
spin multiplicity: 1



No. 20
DFT (the ωB97M-V functional and the def2-TZVPD basis) results for the molecule C4H6O2.

Last column: Löwdin charge in e.
Atoms and positions in Å:
C1 1.506 -0.367 0.435  -0.026
C2 0.391 0.852 0.242  -0.085
O1 0.328 0.259 -1.134  -0.108
C3 -0.859 0.508 -0.477  -0.293
C4 -1.739 -0.597 -0.017  -0.191
O2 -2.942 -0.511 -0.069  0.070
H1 2.322 0.159 0.888  0.049
H2 1.058 -1.139 1.046  0.054
H3 1.945 -0.908 -0.460  0.103
H4 0.565 1.956 0.213  0.138
H5 -1.347 1.278 -1.067  0.157
H6 -1.229 -1.488 0.400  0.133

Output
lowest unoccupied orbital energy: 0.837 eV
gap between HOMO and LUMO: 10.58 eV
HOMO level: -9.747 eV
spin multiplicity: 1



Molecular weight values (in g mol⁻¹) by entry order: 86.09; 86.09; 86.09; 86.09; 86.09; 86.09; 86.09; 86.09; 86.09; 86.09; 86.09; 86.09; 86.09; 86.09; 86.09; 86.09; 86.09; 86.09; 86.09; 86.09.
Electronic energy values (in hartree) by entry order: -306.47951; -306.40226; -306.39896; -306.36203; -306.35333; -306.24926; -306.41497; -306.38801; -306.40035; -306.46098; -306.39471; -306.46055; -306.43464; -306.30238; -306.49967; -306.40535; -306.44597; -306.34868; -306.29405; -306.34231.